No. 1
{"formula": "C41H37F5P2Pt", "method": "ωB97M-V/def2-TZVPD", "species": ["Pt", "C", "C", "C", "C", "C", "C", "C", "C", "C", "H", "H", "H", "H", "H", "H", "H", "H", "H", "H", "H", "H", "H", "H", "H", "P", "P", "C", "C", "C", "C", "C", "C", "C", "C", "C", "C", "C", "C", "C", "C", "C", "C", "C", "C", "C", "C", "C", "C", "C", "C", "C", "C", "H", "H", "H", "H", "H", "H", "H", "H", "H", "H", "H", "H", "H", "H", "H", "H", "H", "H", "H", "H", "H", "H", "F", "C", "C", "C", "F", "C", "F", "C", "F", "C", "F"], "positions_angstrom": [[1.21, -0.91, -0.31], [-2.43, 0.89, 5.01], [-2.90, 0.57, 3.80], [-3.43, 1.43, 2.70], [-2.36, 1.97, 1.74], [-1.43, 3.00, 2.30], [-1.42, 3.59, 3.50], [-2.37, 3.43, 4.65], [-2.09, 2.23, 5.57], [3.17, -0.56, 0.30], [-2.22, 0.08, 5.72], [-2.96, -0.50, 3.57], [-4.07, 2.24, 3.09], [-4.08, 0.76, 2.11], [-1.77, 1.13, 1.36], [-2.87, 2.39, 0.86], [-0.64, 3.29, 1.60], [-0.64, 4.33, 3.69], [-3.43, 3.43, 4.35], [-2.23, 4.34, 5.27], [-1.04, 2.29, 5.92], [-2.70, 2.36, 6.48], [3.32, -1.30, 1.11], [3.37, 0.46, 0.65], [3.83, -0.81, -0.55], [-0.39, -1.70, -1.57], [1.19, 0.68, -1.84], [-1.32, -0.22, -2.04], [-0.57, 0.89, -2.22], [-0.39, -2.64, -3.21], [-1.40, -2.48, -4.20], [-1.45, -3.31, -5.33], [-0.48, -4.31, -5.52], [0.55, -4.44, -4.59], [0.61, -3.60, -3.46], [-1.33, -2.88, -0.56], [-0.71, -4.12, -0.29], [-1.12, -4.87, 0.81], [-2.14, -4.40, 1.63], [-2.80, -3.21, 1.33], [-2.38, -2.43, 0.25], [1.99, 0.82, -3.51], [1.76, -0.17, -4.48], [2.27, -0.05, -5.78], [3.02, 1.08, -6.13], [3.23, 2.10, -5.20], [2.69, 1.98, -3.92], [1.70, 2.27, -1.14], [3.07, 2.45, -0.89], [3.52, 3.60, -0.24], [2.59, 4.58, 0.13], [1.23, 4.43, -0.17], [0.78, 3.26, -0.80], [-2.39, -0.29, -2.24], [-0.94, 1.84, -2.65], [-2.16, -1.70, -4.09], [-2.25, -3.18, -6.07], [-0.53, -4.97, -6.38], [1.32, -5.20, -4.73], [1.44, -3.69, -2.75], [0.15, -4.45, -0.86], [-0.60, -5.80, 1.05], [-2.42, -4.96, 2.52], [-3.63, -2.85, 1.96], [-2.80, -1.44, 0.08], [1.15, -1.04, -4.22], [2.06, -0.82, -6.53], [3.43, 1.18, -7.14], [3.79, 3.00, -5.46], [2.80, 2.82, -3.23], [3.78, 1.67, -1.20], [4.59, 3.72, -0.03], [2.93, 5.47, 0.67], [0.52, 5.22, 0.09], [-0.27, 3.13, -1.03], [0.97, -3.44, 2.24], [0.74, -2.20, 2.75], [0.90, -1.06, 1.95], [0.96, 0.11, 2.71], [1.17, 1.31, 2.11], [0.88, 0.16, 4.11], [1.04, 1.33, 4.77], [0.62, -0.98, 4.86], [0.44, -0.92, 6.20], [0.51, -2.16, 4.15], [0.22, -3.29, 4.83]], "mulliken_charge": [1.40, -0.76, 0.20, -1.44, 0.81, -0.18, -0.19, -1.18, -0.48, -1.64, 0.41, 0.19, 0.49, 0.47, -0.49, 0.48, -0.19, 0.33, 0.36, 0.43, 0.26, 0.45, 0.46, 0.43, 0.37, 0.18, 0.61, -0.84, -1.14, 0.15, -0.27, -0.72, -0.42, -0.94, 0.30, 0.50, -0.36, -0.79, -0.47, -0.57, -0.17, 0.49, 0.25, -0.79, -0.47, -0.80, -0.57, 0.76, -0.41, -0.97, -0.62, -0.36, -0.88, 0.83, 0.78, 0.35, 0.39, 0.40, 0.40, 0.45, 0.25, 0.39, 0.39, 0.39, 0.17, 0.06, 0.43, 0.36, 0.41, 0.29, 0.69, 0.41, 0.35, 0.39, 0.27, -0.37, 1.33, -2.59, 1.61, -0.21, -0.07, -0.47, 0.75, -0.39, 0.25, -0.36], "s_squared": 2.01, "multiplicity": 3, "relative_energy_ev": 0.000, "gap_ev": [5.39, 6.22]}

No. 2
{"formula": "C41H37FIrN3O7PS5Si", "method": "ωB97M-V/def2-TZVPD", "species": ["Ir", "C", "Si", "C", "C", "N", "C", "C", "C", "C", "C", "C", "F", "H", "H", "H", "H", "H", "H", "H", "H", "H", "H", "H", "H", "H", "O", "S", "O", "O", "C", "C", "C", "C", "C", "C", "S", "O", "O", "O", "H", "H", "H", "H", "O", "P", "C", "C", "C", "C", "C", "C", "C", "C", "C", "C", "C", "C", "C", "C", "C", "C", "C", "C", "H", "H", "H", "H", "H", "H", "H", "H", "H", "H", "H", "H", "H", "H", "H", "S", "C", "S", "C", "N", "N", "C", "C", "C", "C", "C", "C", "S", "H", "H", "H", "H", "H"], "positions_angstrom": [[-1.28, -0.78, 0.26], [-4.12, 2.96, 1.44], [-2.61, 1.90, 1.03], [-1.88, 1.59, 2.73], [-1.57, 2.93, -0.15], [-2.89, 0.38, 0.20], [-4.08, -0.16, -0.27], [-5.30, 0.55, -0.35], [-6.48, -0.06, -0.73], [-6.52, -1.39, -1.09], [-5.33, -2.10, -1.11], [-4.17, -1.48, -0.71], [-3.02, -2.23, -0.77], [-3.78, 3.77, 2.10], [-4.89, 2.40, 1.99], [-4.58, 3.44, 0.58], [-1.59, 2.53, 3.20], [-1.00, 0.93, 2.70], [-2.62, 1.09, 3.36], [-1.16, 3.82, 0.35], [-2.17, 3.27, -1.00], [-0.73, 2.35, -0.55], [-5.30, 1.60, -0.12], [-7.39, 0.53, -0.73], [-7.45, -1.87, -1.37], [-5.28, -3.13, -1.44], [2.86, -2.62, -0.06], [1.83, -1.93, 0.67], [2.24, -0.46, 0.98], [0.63, -1.80, -0.15], [1.91, -2.84, 2.28], [3.12, -3.48, 2.52], [3.28, -4.24, 3.67], [2.27, -4.31, 4.62], [1.08, -3.61, 4.42], [0.94, -2.90, 3.26], [-0.69, -2.19, 2.44], [0.22, -1.01, 2.22], [-0.59, -3.33, 1.52], [-2.04, -1.53, 2.05], [3.90, -3.42, 1.77], [4.21, -4.78, 3.82], [2.39, -4.91, 5.51], [0.30, -3.61, 5.17], [-0.70, -0.02, -1.68], [0.07, -0.62, -2.85], [-0.19, 0.55, -4.22], [-1.41, 1.23, -4.28], [-1.67, 2.09, -5.34], [-0.72, 2.27, -6.34], [0.51, 1.61, -6.26], [0.77, 0.75, -5.21], [1.86, -0.70, -2.80], [2.55, 0.41, -2.31], [3.94, 0.43, -2.37], [4.63, -0.63, -2.93], [3.94, -1.73, -3.44], [2.55, -1.76, -3.38], [-0.59, -2.20, -3.45], [-0.73, -3.29, -2.58], [-1.26, -4.48, -3.05], [-1.62, -4.62, -4.39], [-1.45, -3.55, -5.26], [-0.95, -2.34, -4.79], [-2.14, 1.09, -3.50], [-2.61, 2.61, -5.40], [-0.92, 2.94, -7.17], [1.26, 1.77, -7.03], [1.72, 0.23, -5.16], [2.00, 1.24, -1.89], [4.48, 1.29, -2.00], [5.71, -0.61, -2.97], [4.48, -2.56, -3.86], [2.01, -2.62, -3.76], [-0.42, -3.21, -1.55], [-1.38, -5.32, -2.37], [-2.01, -5.55, -4.75], [-1.72, -3.65, -6.30], [-0.84, -1.51, -5.47], [5.60, 3.99, 2.83], [4.23, 3.13, 2.60], [4.02, 2.14, 1.18], [2.40, 1.72, 1.73], [2.09, 2.26, 2.85], [3.07, 3.01, 3.37], [2.82, 3.50, 4.72], [3.61, 4.46, 5.33], [3.33, 4.85, 6.64], [2.27, 4.29, 7.33], [1.47, 3.34, 6.70], [1.74, 2.94, 5.41], [1.34, 0.79, 0.77], [4.44, 4.91, 4.81], [3.95, 5.60, 7.11], [2.05, 4.60, 8.35], [0.63, 2.90, 7.23], [1.13, 2.19, 4.93]], "mulliken_charge": [2.33, -1.48, 0.01, -0.50, -0.41, 1.01, 0.77, -0.70, -0.95, -0.50, -0.90, 0.52, -0.15, 0.36, 0.39, 0.37, 0.38, -0.25, 0.37, 0.41, 0.28, -0.25, 0.32, 0.41, 0.39, 0.43, -0.77, 1.20, -0.14, -0.84, -0.12, -0.66, -0.85, -0.42, -0.92, 0.41, 0.93, -0.43, -0.50, -0.76, 0.57, 0.42, 0.42, 0.49, 0.06, 0.52, -0.13, -0.66, -0.72, -0.53, -0.75, -0.13, 0.86, -0.29, -0.86, -0.70, -0.92, -0.56, 0.29, 0.04, -0.90, -0.66, -0.76, -0.62, 0.43, 0.44, 0.39, 0.43, 0.42, 0.71, 0.49, 0.39, 0.43, 0.52, 0.27, 0.49, 0.39, 0.45, 0.38, -0.36, 0.19, -0.13, -0.18, -0.53, 0.56, 0.70, -0.50, -0.71, -0.43, -0.65, -0.23, 0.54, 0.24, 0.37, 0.38, 0.38, 0.44], "s_squared": 0.75, "multiplicity": 2, "relative_energy_ev": 8.501, "gap_ev": [5.05, 5.02]}

no.,largest force on an atom (eV/Å),electronic energy (eV)
1,2.9,-78523.4396
2,5.6,-138813.7659